Below is a 12-piece molecular cluster, C56H116F30N12O25S10 overall in a non-equilibrium geometry, with properties calculated with ωB97M-V with the def2-TZVPD basis set.

```
249
Properties=species:S:1:pos:R:3:forces:R:3:lowdin_charge:R:1
C -24.547080 -7.737105 11.989597 0.72 0.38 0.79 -0.060
C -25.894539 -7.566005 12.640612 0.06 -0.33 0.67 -0.142
N -25.941111 -8.127749 14.072784 -0.69 -0.91 1.05 -0.204
C -24.985792 -7.318824 14.988730 -1.06 -0.17 -1.00 0.048
C -27.385884 -7.985239 14.604039 -0.12 0.01 0.35 -0.127
C -28.491319 -8.786067 13.891897 0.67 0.09 -1.12 -0.027
C -25.625797 -9.653862 14.060718 -0.02 0.59 1.00 -0.040
C -25.951378 -10.543988 15.328941 -0.66 1.41 -0.37 -0.158
O -25.446850 -9.890528 16.507101 0.00 -1.10 0.32 -0.203
C -25.751397 -10.534361 17.775575 -0.51 -0.49 -0.34 -0.065
H -24.317218 -8.800138 12.061837 0.19 0.11 -1.11 0.049
H -23.694080 -7.240784 12.452345 -0.32 0.26 0.66 0.069
H -24.488054 -7.248152 11.017212 -0.47 -0.77 -0.39 0.090
H -26.585519 -8.197351 12.081993 -0.34 0.24 0.07 0.102
H -26.278248 -6.548814 12.719229 0.14 0.06 -0.05 0.126
H -23.987577 -7.415592 14.561761 -0.10 0.09 0.26 0.093
H -25.041429 -7.626316 16.032977 -0.06 -0.43 -0.38 0.084
H -25.356156 -6.297357 14.901994 0.38 0.18 -0.09 0.081
H -27.580512 -6.914441 14.664285 -0.03 0.00 -0.25 0.107
H -27.351372 -8.349493 15.630790 0.08 -0.03 0.03 0.098
H -29.425583 -8.814963 14.452639 0.44 -0.21 0.45 0.081
H -28.099026 -9.772183 13.643338 -0.47 -0.37 0.67 0.065
H -28.793237 -8.460022 12.896588 0.26 0.79 -0.02 0.054
H -24.550880 -9.728098 13.895984 -0.13 -0.11 -0.30 0.115
H -26.220097 -10.006317 13.217699 0.51 -0.38 -0.02 0.111
H -25.553716 -11.517464 15.042027 1.02 -0.04 0.41 0.086
H -27.000849 -10.796096 15.481127 -0.42 0.68 -0.13 0.108
H -24.913456 -10.441039 18.466408 0.10 0.25 -0.21 0.090
H -26.002030 -11.592777 17.704683 0.49 -0.28 -0.62 0.071
H -26.672097 -10.215004 18.263871 0.10 0.96 -0.35 0.047
C -27.061015 -4.863614 18.564496 -2.28 -0.74 0.72 0.038
N -26.980683 -5.981991 19.601070 2.76 -0.76 -0.20 -0.290
C -27.344999 -7.359482 18.938802 -1.17 1.56 0.46 0.038
C -25.481789 -6.035822 20.060433 -1.25 -0.72 0.78 0.040
C -27.883499 -5.790325 20.828418 -0.07 1.19 0.95 -0.059
C -27.559002 -4.575679 21.793331 -0.57 0.54 -0.79 -0.190
O -27.936623 -3.339012 21.191139 0.49 0.09 -1.14 -0.078
H -26.420393 -5.052485 17.703079 0.25 0.15 0.46 0.107
H -27.052414 -3.885942 19.046354 0.84 -0.15 0.00 0.106
H -28.107357 -4.958182 18.274086 -0.07 0.16 -0.65 0.095
H -26.960860 -7.528535 17.932852 0.79 0.38 0.31 0.091
H -28.414028 -7.252105 18.755144 -0.20 -0.39 0.21 0.079
H -27.160198 -8.183069 19.628476 0.15 0.28 -0.05 0.097
H -25.199350 -5.098406 20.539575 -0.06 -0.02 -0.44 0.107
H -24.781904 -6.345039 19.284129 -0.50 0.39 -0.31 0.078
H -25.468469 -6.819522 20.817890 0.13 0.05 0.12 0.105
H -27.890219 -6.688810 21.445503 0.52 -0.21 -0.29 0.136
H -28.916919 -5.700313 20.493687 0.11 0.23 -0.36 0.130
H -26.518173 -4.509169 22.110148 0.11 -0.48 -0.06 0.113
H -28.195517 -4.454969 22.669901 0.06 -2.03 0.42 0.133
H -27.816447 -2.698906 21.896424 -0.10 0.50 -0.22 0.099
C -30.584912 -3.223283 16.054605 0.41 0.16 -1.68 0.031
N -30.517343 -3.877179 14.632923 1.67 -0.02 1.84 -0.252
C -29.237734 -4.787156 14.751470 -1.52 -0.30 -0.97 0.017
C -31.786998 -4.725807 14.473902 0.81 -0.04 0.48 0.031
C -30.313317 -2.720047 13.580002 -0.66 -0.72 0.35 -0.043
C -30.236632 -3.155808 12.108032 -0.08 0.38 1.66 -0.244
O -31.465204 -3.655163 11.728705 -0.64 -0.40 0.26 -0.062
H -29.577618 -2.835158 16.205696 -0.09 0.02 0.34 0.086
H -30.884036 -3.989149 16.770189 0.11 0.14 -0.13 0.089
H -31.274231 -2.379356 16.027502 -0.15 -0.24 0.03 0.108
H -29.180478 -5.304649 13.793851 -0.01 -0.18 0.04 0.078
H -29.430314 -5.512449 15.542019 -0.20 0.00 -0.07 0.066
H -28.270270 -4.313449 14.917922 -0.47 0.96 0.02 0.085
H -32.083448 -5.175798 15.421385 0.56 0.33 0.30 0.069
H -31.545476 -5.599503 13.868578 -0.45 0.68 -0.64 0.087
H -32.617740 -4.067867 14.218773 0.29 -0.26 -0.77 0.119
H -29.406163 -2.165816 13.820864 -0.04 -0.25 0.38 0.096
H -31.207245 -2.136437 13.799988 0.09 0.32 -0.48 0.134
H -29.450818 -3.909003 12.050755 0.35 0.05 -0.36 0.103
H -30.013487 -2.274853 11.506168 0.60 0.15 0.17 0.129
H -31.300926 -4.153519 10.924800 -0.52 -0.21 -0.62 0.006
C -27.304311 -5.064599 9.776561 1.28 -0.39 -2.63 0.042
N -26.577909 -4.695437 8.417556 0.63 2.02 0.02 -0.269
C -27.110704 -3.260811 8.044198 0.97 -1.66 -0.54 0.036
C -25.013059 -4.576797 8.642121 -1.97 -0.12 0.27 0.047
C -26.856578 -5.741045 7.277234 -0.13 0.27 0.24 -0.059
C -26.306350 -5.376788 5.860336 0.37 1.02 0.57 -0.190
O -24.906373 -5.675423 5.775493 -0.56 -0.26 0.94 -0.063
H -28.361806 -4.945750 9.540594 0.03 -0.56 0.24 0.075
H -27.001519 -4.428730 10.608479 0.33 0.20 -0.34 0.095
H -26.898657 -6.073345 9.853817 -0.86 -0.28 0.80 0.084
H -26.333747 -2.862459 7.391694 -0.14 0.47 0.36 0.093
H -27.255409 -2.716552 8.977444 0.10 0.06 -0.29 0.106
H -28.008047 -3.364922 7.434264 -0.20 -0.11 0.46 0.075
H -24.561047 -4.022570 7.819543 -0.17 -0.50 -0.10 0.098
H -24.679611 -5.610650 8.731924 0.34 0.25 -0.11 0.091
H -24.856302 -4.007732 9.558474 -0.10 -0.13 0.09 0.081
H -27.937975 -5.876906 7.261536 -0.14 0.30 -0.15 0.099
H -26.462100 -6.679552 7.666705 0.34 0.02 -0.16 0.108
H -26.519251 -4.316011 5.727939 0.43 0.48 0.20 0.106
H -26.870111 -5.728625 4.996339 -0.21 -1.11 0.48 0.131
H -24.473883 -5.450036 4.948603 -0.49 0.19 -0.26 0.099
C -20.679574 -9.828598 18.426375 0.81 0.04 -1.06 0.017
N -20.944194 -10.131727 16.955884 0.00 -2.25 -0.78 -0.277
C -20.782142 -11.750374 16.845829 -0.11 2.90 0.02 0.072
C -22.339458 -9.734189 16.486424 1.10 -0.68 1.44 0.012
C -19.923719 -9.352170 16.091443 -0.33 2.59 2.23 -0.083
C -20.090591 -9.229507 14.584537 0.04 0.40 2.04 -0.253
O -19.740706 -10.473102 14.193094 0.07 -2.59 -1.45 -0.052
H -20.560706 -8.753754 18.563081 -0.79 0.09 0.19 0.069
H -19.670321 -10.177851 18.644414 -0.02 -0.34 -0.04 0.107
H -21.387414 -10.384320 19.041368 -0.11 0.46 -0.06 0.107
H -21.493140 -12.175704 17.554133 0.24 0.20 -0.02 0.064
H -19.741454 -11.861123 17.150476 -0.20 -0.57 -0.26 0.112
H -21.011344 -12.046236 15.822092 0.35 0.15 0.25 0.069
H -22.553481 -10.410906 15.659167 -0.22 0.69 -0.35 0.098
H -22.299017 -8.653399 16.350958 -0.32 -0.36 -0.61 0.079
H -23.027749 -9.947118 17.304353 0.01 -0.04 -0.12 0.079
H -18.930255 -9.555052 16.491395 0.12 -0.79 -0.68 0.139
H -20.070300 -8.380478 16.563054 -0.05 0.56 -0.27 0.096
H -19.430302 -8.496157 14.121589 0.11 0.51 0.58 0.146
H -21.112361 -8.956592 14.320734 -0.21 0.04 -0.01 0.104
H -20.326719 -10.680299 13.461482 0.25 -0.56 -0.80 0.005
C -26.560999 -13.744341 12.647136 0.95 -0.40 -1.55 -0.078
C -27.052371 -13.657974 11.139328 1.35 -0.06 0.23 -0.172
C -26.229512 -12.537288 10.388334 -3.05 0.31 0.73 -0.082
N -26.674912 -12.161151 8.922949 1.78 0.03 -0.79 -0.199
C -28.223836 -12.013779 8.671257 0.66 -1.01 0.84 -0.081
C -28.847033 -10.956575 9.564189 0.59 1.43 -0.33 -0.127
C -28.171848 -9.576969 9.144666 0.69 -0.46 0.88 -0.137
C -26.632070 -9.649133 9.316970 0.32 -0.66 -0.97 -0.167
C -25.955077 -10.816690 8.638544 -1.01 -1.63 -0.22 -0.110
C -26.053377 -13.218764 7.955253 -1.04 -0.68 1.72 0.037
H -26.620239 -12.808249 13.202405 -0.87 -0.07 0.06 0.061
H -25.486336 -13.918995 12.698987 0.25 -0.10 -0.46 0.044
H -26.976483 -14.636539 13.115572 -0.55 0.46 0.26 0.073
H -28.138891 -13.576573 11.170249 0.05 0.67 -0.37 0.104
H -26.859904 -14.594058 10.615116 0.08 -0.31 0.34 0.099
H -25.152039 -12.668682 10.487784 -0.03 -0.14 -0.61 0.119
H -26.514345 -11.651813 10.956594 0.44 0.26 -0.14 0.099
H -28.620440 -13.026747 8.739938 -0.03 -0.03 0.66 0.126
H -28.490439 -11.771386 7.642530 1.03 0.35 -0.26 0.141
H -28.761918 -11.112217 10.639660 0.52 -0.25 0.05 0.104
H -29.929694 -10.969958 9.438629 0.01 0.23 -0.50 0.129
H -28.420851 -8.718840 9.768936 -0.75 -0.28 0.02 0.078
H -28.415597 -9.277857 8.125241 -0.18 -0.26 -0.03 0.117
H -26.296668 -9.632852 10.353959 -0.15 0.29 0.07 0.088
H -26.120784 -8.874721 8.745161 -0.26 0.84 0.53 0.113
H -24.921584 -10.977199 8.945518 0.00 0.24 0.00 0.115
H -26.015965 -10.765722 7.551446 0.09 0.36 -0.04 0.138
H -24.980232 -13.396938 8.023844 0.16 1.09 0.38 0.112
H -26.316038 -13.125858 6.901466 -0.46 0.32 0.35 0.111
H -26.443383 -14.110820 8.445394 -0.30 -0.46 -0.90 0.087
C -22.049200 -18.642512 14.174371 -0.20 0.77 -1.44 -0.090
C -22.418967 -17.902274 15.426342 0.29 0.24 0.50 -0.245
C -23.527774 -16.874247 15.254409 -1.38 -1.25 0.56 -0.096
N -24.283163 -16.494661 16.577583 -0.91 -0.02 -0.47 -0.196
C -23.355463 -15.847506 17.646491 -1.26 2.53 -0.54 -0.060
C -22.889060 -14.415424 17.145847 0.07 -1.42 -0.13 -0.144
C -24.102287 -13.519581 16.799267 1.15 -0.97 0.50 -0.185
C -25.003356 -14.157794 15.808974 -0.62 -0.73 -0.95 -0.195
C -25.500229 -15.563630 16.146243 1.04 0.69 1.36 -0.059
C -24.955520 -17.721921 17.265305 2.03 0.38 0.33 0.033
H -21.190707 -19.290738 14.350122 -0.38 -0.23 -0.04 0.097
H -21.784326 -17.981242 13.349354 0.23 0.18 -0.01 0.076
H -22.951116 -19.140877 13.819026 0.29 -0.64 -0.01 0.089
H -21.538374 -17.387642 15.810816 0.07 -0.18 0.35 0.118
H -22.682332 -18.766236 16.036508 -0.29 0.63 0.92 0.115
H -24.380986 -17.289044 14.717690 0.19 -0.37 -0.33 0.128
H -23.233379 -16.019479 14.645477 0.17 0.33 0.70 0.121
H -22.586568 -16.539366 17.990340 -0.05 0.03 -0.53 0.135
H -23.955077 -15.530623 18.499804 -0.51 -0.94 0.16 0.130
H -22.176904 -14.663272 16.358753 -0.06 0.82 -0.36 0.092
H -22.363126 -13.874486 17.932535 0.23 -0.68 0.19 0.100
H -23.786383 -12.557466 16.395988 0.13 0.09 0.24 0.101
H -24.606203 -13.386279 17.756546 -0.23 0.35 0.01 0.118
H -24.501320 -14.245884 14.845488 0.11 0.34 -0.14 0.093
H -25.855762 -13.499199 15.642391 -0.29 -0.29 -0.08 0.110
H -26.090575 -15.949167 15.315010 0.58 -0.63 -0.02 0.132
H -26.164803 -15.575470 17.010132 0.12 0.17 0.10 0.126
H -24.136400 -18.153917 17.840206 -0.14 -0.16 0.13 0.093
H -25.288522 -18.536565 16.622223 -0.34 0.68 -0.44 0.116
H -25.681041 -17.347294 17.987363 -0.12 -0.10 -0.42 0.106
C -31.194446 -2.389498 8.284737 -0.64 -0.19 -0.96 -0.655
F -29.988665 -2.080673 8.761468 0.19 -0.55 0.15 0.130
F -32.116021 -2.076704 9.145879 -0.55 -0.84 1.71 0.178
F -31.460008 -1.576376 7.279980 0.66 -0.47 -1.41 0.161
S -31.263804 -4.315471 7.721198 -0.45 0.68 -1.32 0.759
O -32.547229 -4.672808 7.096378 2.40 1.17 1.65 -0.268
O -30.070844 -4.494416 6.866216 -1.42 0.59 1.82 -0.335
N -31.092361 -4.990892 9.301890 -0.07 6.43 -2.29 -0.337
S -31.131515 -6.444780 9.113595 -1.05 -8.33 1.28 0.552
O -32.472791 -7.058873 8.895129 3.34 1.14 0.48 -0.287
O -29.972879 -6.959293 8.361955 -1.18 0.00 0.54 -0.343
C -30.620782 -6.921508 10.996943 -1.11 0.33 -3.73 -0.655
F -30.529761 -8.250474 11.013188 0.41 -0.21 0.58 0.119
F -29.448584 -6.358992 11.310290 0.53 -0.24 0.43 0.094
F -31.524113 -6.519918 11.840444 -0.60 0.02 0.98 0.162
C -21.026142 -13.810174 13.119959 2.43 2.31 -1.76 -0.677
F -21.038953 -15.027026 12.676104 -1.58 -0.90 -0.29 0.197
F -21.209683 -13.754550 14.395950 -0.78 -0.35 2.03 0.143
F -19.766393 -13.399562 12.871315 -0.55 0.66 0.03 0.142
S -22.271223 -12.547387 12.267642 -2.43 -0.94 -0.80 0.795
O -22.548877 -13.314407 11.021006 0.60 1.82 2.48 -0.324
O -23.481209 -12.318844 13.152441 3.32 -0.57 -1.27 -0.369
N -21.382910 -11.047957 12.077065 -0.18 -4.74 4.76 -0.306
S -21.904534 -10.510346 10.796724 -0.66 2.80 -7.60 0.530
O -21.281258 -11.087678 9.601471 -0.78 1.14 1.64 -0.284
O -23.364152 -10.434433 10.736407 0.39 0.29 0.31 -0.355
C -21.236717 -8.634970 10.808640 -0.59 -1.49 -1.85 -0.506
F -21.435048 -8.037179 11.983154 0.54 -0.01 -0.67 0.122
F -19.922872 -8.700169 10.446794 -2.13 0.79 0.80 0.128
F -21.994467 -7.963519 9.824815 1.73 -1.08 1.94 0.067
C -22.818386 -3.304711 13.621878 -1.74 1.21 -1.37 -0.626
F -22.166424 -2.266128 13.115515 0.04 -0.30 0.20 0.154
F -22.444586 -4.413572 12.936012 -0.56 0.60 0.78 0.116
F -22.604804 -3.416750 14.897054 0.30 -0.42 0.43 0.179
S -24.781264 -2.959718 13.314628 1.74 -0.25 1.12 0.698
O -24.926335 -2.877348 11.887830 0.30 0.31 -0.08 -0.327
O -25.416309 -4.132388 13.923476 0.24 0.58 0.03 -0.375
N -25.066990 -1.472738 14.211101 2.94 -3.18 -2.58 -0.256
S -26.586089 -1.435937 14.180502 -3.31 3.05 -1.40 0.472
O -27.282682 -1.849813 12.959674 0.64 0.54 0.33 -0.345
O -27.167428 -1.996865 15.333410 -1.55 -1.15 2.77 -0.320
C -26.967783 0.487826 14.417892 1.36 -1.34 -0.85 -0.646
F -26.568545 1.238454 13.394407 0.65 -0.20 0.04 0.142
F -28.269963 0.632371 14.454839 -1.00 -0.19 0.81 0.149
F -26.373370 0.902454 15.541153 -0.50 -0.05 -0.34 0.139
C -22.455506 -5.967168 17.396645 0.50 1.36 -1.09 -0.555
F -22.076171 -6.219711 16.078312 -0.29 0.78 1.82 0.072
F -23.484014 -5.035721 17.378781 1.69 -1.35 -0.02 0.085
F -22.959488 -7.103842 17.817443 -0.90 -1.18 0.64 0.087
S -21.044860 -5.425570 18.636358 0.62 3.35 -0.83 0.667
O -20.770116 -4.041906 18.200945 -0.58 -3.06 0.15 -0.293
O -21.606504 -5.456729 19.956112 -0.55 -1.61 -0.36 -0.284
N -19.808656 -6.571256 18.379162 -5.36 0.04 0.70 -0.321
S -18.571741 -5.690583 18.282226 6.15 4.34 -1.70 0.553
O -18.520388 -4.862195 17.059670 0.11 -1.78 1.48 -0.324
O -18.145807 -4.988581 19.498113 -0.90 -1.62 -1.22 -0.290
C -17.195858 -7.006347 17.933874 -2.23 1.15 1.28 -0.682
F -17.321198 -8.089947 18.716837 -0.06 -0.38 -0.07 0.108
F -17.278131 -7.386565 16.669728 0.45 -0.26 -0.40 0.136
F -16.080242 -6.409362 18.232494 0.92 0.01 -0.47 0.180
C -32.211008 -7.062558 18.181873 -1.06 -1.31 -0.12 -0.652
F -33.205373 -7.701061 18.833903 0.61 0.98 -0.68 0.143
F -32.694680 -6.050701 17.414850 0.24 -1.32 0.43 0.120
F -31.381455 -6.537995 19.037631 0.67 0.67 0.99 0.143
S -31.243978 -8.368380 17.220866 0.94 0.77 -0.01 0.716
O -32.149158 -9.140709 16.414406 0.46 0.80 0.62 -0.262
O -30.251450 -7.522166 16.513697 -1.03 -0.99 1.20 -0.365
N -30.541354 -9.283009 18.577193 -2.30 4.78 -0.99 -0.281
S -29.979163 -10.468221 17.843469 0.82 -5.05 -1.74 0.533
O -31.017660 -11.412357 17.389338 2.44 1.00 0.45 -0.301
O -28.904843 -10.092556 16.890460 -0.59 -0.90 0.87 -0.362
C -29.106163 -11.454877 19.296609 -2.95 0.40 -2.19 -0.587
F -30.132197 -12.001194 20.010216 1.97 0.90 0.05 0.118
F -28.472468 -12.475374 18.678968 0.52 0.64 0.92 0.100
F -28.288208 -10.650919 19.988119 -0.20 -1.15 0.24 0.116
```
Positions in Å, forces in eV/Å.

Computed properties:
- Kohn-Sham gap (Eh) = 0.2882
- E_HOMO (eV) = -11.924
- calculated total energy (a.u.) = -11718.07223
- total charge = +2